# 1
This record from the Open Molecules 2025 dataset describes C20H46Cl2IrO2P2 as an isolated structure in a non-equilibrium geometry. The level of theory is the ωB97M-V functional and the def2-TZVPD basis.

Summary:
HOMO-LUMO gap (spin up / spin down) ... 0.186 / 0.232 Ha
Spin multiplicity ... 6
Electronic energy ... -72036.6240 eV
ΔE to the lowest compared entry with this formula, charge and spin ... 1.4025 eV
Total charge ... 0

Each line ends with the Mulliken spin population.
Positions of all 73 atoms, in Å:
Ir  -0.18511  -0.01202  -0.03254  1.313
Cl  0.15333  0.00223  -2.39148  0.365
P  -0.55215  -2.35558  -0.37816  0.228
C  0.70801  -3.21297  -1.48386  -0.014
C  -0.63698  -3.42907  1.15031  0.003
C  -2.12679  -2.55345  -1.34241  -0.002
C  2.14194  -2.72197  -1.38030  0.015
H  0.33599  -2.92865  -2.46419  0.012
C  0.77437  -4.71323  -1.27554  0.004
H  1.37468  -4.96650  -0.38700  0.001
H  1.30160  -5.10239  -2.14787  0.000
H  -0.19947  -5.19276  -1.22209  0.000
H  2.19294  -1.81298  -1.97066  -0.006
H  2.87607  -3.42594  -1.80177  -0.003
H  2.45176  -2.62330  -0.33149  0.023
H  -1.85278  -2.04083  -2.27183  0.006
C  -3.32343  -1.81847  -0.72645  0.025
C  -2.47151  -4.01237  -1.64906  0.006
H  -1.82894  -4.44232  -2.41737  0.000
H  -3.49396  -4.04957  -2.03448  0.000
H  -2.45263  -4.65746  -0.76044  0.000
H  -3.05508  -1.02305  -0.02741  -0.009
H  -4.00542  -2.50952  -0.21965  0.002
H  -3.87821  -1.33877  -1.53722  0.006
C  0.61885  -3.28486  1.99753  0.028
H  -0.64808  -4.43702  0.75092  -0.003
C  -1.88606  -3.19560  1.99740  0.005
H  1.52383  -3.66823  1.52496  0.008
H  0.50006  -3.76005  2.97575  -0.003
H  0.76890  -2.22978  2.22038  -0.002
H  -2.08656  -2.13150  2.17865  0.003
H  -1.72017  -3.64607  2.98199  0.000
H  -2.76702  -3.67132  1.56621  -0.001
Cl  -0.93009  0.09816  2.16481  0.481
H  -1.64003  0.32951  -0.60777  0.268
P  0.19173  2.35601  -0.31878  0.293
C  -0.67448  3.18942  -1.77161  -0.004
C  -0.22056  3.49824  1.10923  0.003
C  2.00904  2.62784  -0.75995  -0.025
C  -2.05672  2.60365  -2.08076  0.028
H  -0.00014  2.93587  -2.58969  0.015
C  -0.78642  4.71397  -1.66325  0.008
H  -1.62185  5.01436  -1.01842  0.000
H  -1.00058  5.09396  -2.66669  -0.001
H  0.12335  5.21650  -1.32846  -0.001
H  -1.95561  1.62504  -2.54559  -0.005
H  -2.59687  3.25887  -2.77378  0.003
H  -2.66933  2.48585  -1.17972  -0.002
H  2.03588  2.06370  -1.70190  -0.004
C  3.02005  2.05661  0.24871  -0.012
C  2.42995  4.07153  -0.98770  0.016
H  2.03939  4.48337  -1.91471  0.003
H  3.52405  4.07276  -1.05038  -0.007
H  2.16496  4.70793  -0.12795  0.000
H  2.53131  1.49500  1.05690  0.010
H  3.60766  2.80403  0.79535  -0.003
H  3.69453  1.41301  -0.32053  -0.017
C  -1.70134  3.35256  1.48709  0.017
H  -0.05575  4.50376  0.72750  -0.002
C  0.68813  3.31774  2.32161  0.014
H  -2.34909  3.94656  0.83981  0.000
H  -1.85621  3.70685  2.51197  -0.002
H  -2.04179  2.31182  1.48059  0.003
H  0.68083  2.28038  2.66829  0.001
H  0.28913  3.92041  3.14482  -0.001
H  1.71668  3.64931  2.15433  0.000
C  2.11390  -0.25763  3.14434  0.091
O  2.10158  -0.85347  1.78088  0.163
C  1.74429  -0.33808  0.56635  0.919
O  2.58528  -0.37423  -0.34949  0.735
H  2.99969  -0.61975  3.62113  0.012
H  1.22874  -0.62016  3.67291  0.000
H  2.08472  0.82406  3.16964  -0.010

***

# 2
This record from the Open Molecules 2025 dataset describes a 2-piece molecular cluster, CH3NSi overall in a non-equilibrium geometry. The level of theory is the ωB97M-V functional and the def2-TZVPD basis.

Summary:
HOMO-LUMO gap ... 0.299 Ha
Electronic energy ... -10449.0982 eV
ΔE to the lowest compared entry with this formula, charge and spin ... 3.2406 eV
Total charge ... 0

Each line ends with the Mulliken charge.
Positions of all 6 atoms, in Å:
C  1.82175  0.17176  -0.08764  -0.243
N  2.93808  -0.04956  0.07654  -0.350
Si  -1.06453  0.07316  0.01105  0.555
H  -0.66415  -0.60361  1.26847  0.027
H  -2.09046  1.10205  0.02491  -0.010
H  -0.94070  -0.69381  -1.29333  0.021

***

# 3
This record from the Open Molecules 2025 dataset describes one molecule with the formula C15H25N3OS. The level of theory is the ωB97M-V functional and the def2-TZVPD basis.

Summary:
HOMO-LUMO gap ... 0.318 Ha
Electronic energy ... -33314.0500 eV
ΔE to the lowest compared entry with this formula, charge and spin ... 0.0000 eV
Total charge ... 0

Each line ends with the Mulliken charge.
Positions of all 45 atoms, in Å:
C  -1.73522  1.63207  -1.54677  -1.786
C  -0.43442  1.64238  -2.36139  1.971
C  -0.52966  2.80614  -3.35603  -1.884
C  0.80119  1.87032  -1.44678  -1.500
C  1.49311  0.55772  -1.02856  -0.436
N  2.15391  0.67605  0.26522  -0.072
C  1.58676  0.64935  1.49551  0.208
S  2.53316  0.26798  2.79890  -0.443
N  0.29246  1.01952  1.62685  0.008
C  -0.51001  0.62022  2.76684  -1.177
C  -1.17557  -0.68743  2.48365  0.552
C  -0.86546  -1.96242  2.84972  -0.561
C  -1.78824  -2.80363  2.17901  -0.534
C  -2.58306  -1.98000  1.44746  -0.450
O  -2.22024  -0.69541  1.61806  -0.302
C  0.55426  -0.65418  -1.07831  0.202
C  -0.04784  -0.84530  -2.48689  1.296
C  -1.35242  -1.64986  -2.37719  -1.658
C  0.92893  -1.63840  -3.36232  -1.878
N  -0.32765  0.42736  -3.15117  -0.318
H  -2.56999  1.43457  -2.21405  0.420
H  -1.74118  0.87406  -0.77044  0.177
H  -1.88760  2.60337  -1.08086  0.474
H  -0.62997  3.75009  -2.82675  0.405
H  -1.39437  2.66974  -3.99969  0.399
H  0.35918  2.85529  -3.98209  0.513
H  1.53304  2.47986  -1.98094  0.330
H  0.50871  2.44561  -0.56869  0.360
H  2.30165  0.36479  -1.74203  0.491
H  3.13264  0.43222  0.29590  0.338
H  -0.23336  1.17418  0.77932  -0.010
H  -1.25371  1.39924  2.95424  0.304
H  0.15490  0.52097  3.62631  0.555
H  -0.07916  -2.25866  3.51246  0.529
H  -1.84524  -3.87100  2.23568  0.459
H  -3.40818  -2.17116  0.79050  0.506
H  1.12094  -1.54605  -0.80298  0.719
H  -0.24848  -0.55624  -0.35068  -0.946
H  -1.74988  -1.83651  -3.37078  0.407
H  -2.09999  -1.10469  -1.81107  0.240
H  -1.16704  -2.60128  -1.88435  0.384
H  1.89395  -1.13856  -3.42613  0.414
H  1.08445  -2.63389  -2.95428  0.459
H  0.52503  -1.73909  -4.36715  0.441
H  0.33887  0.57873  -3.89787  0.393

***

Q: Number 1 is which compound?
A: C20H46Cl2IrO2P2

***

What did the third record say?
This record from the Open Molecules 2025 dataset describes one molecule with the formula C15H25N3OS. The level of theory is the ωB97M-V functional and the def2-TZVPD basis.

Summary:
HOMO-LUMO gap ... 0.318 Ha
Electronic energy ... -33314.0500 eV
ΔE to the lowest compared entry with this formula, charge and spin ... 0.0000 eV
Total charge ... 0

Each line ends with the Mulliken charge.
Positions of all 45 atoms, in Å:
C  -1.73522  1.63207  -1.54677  -1.786
C  -0.43442  1.64238  -2.36139  1.971
C  -0.52966  2.80614  -3.35603  -1.884
C  0.80119  1.87032  -1.44678  -1.500
C  1.49311  0.55772  -1.02856  -0.436
N  2.15391  0.67605  0.26522  -0.072
C  1.58676  0.64935  1.49551  0.208
S  2.53316  0.26798  2.79890  -0.443
N  0.29246  1.01952  1.62685  0.008
C  -0.51001  0.62022  2.76684  -1.177
C  -1.17557  -0.68743  2.48365  0.552
C  -0.86546  -1.96242  2.84972  -0.561
C  -1.78824  -2.80363  2.17901  -0.534
C  -2.58306  -1.98000  1.44746  -0.450
O  -2.22024  -0.69541  1.61806  -0.302
C  0.55426  -0.65418  -1.07831  0.202
C  -0.04784  -0.84530  -2.48689  1.296
C  -1.35242  -1.64986  -2.37719  -1.658
C  0.92893  -1.63840  -3.36232  -1.878
N  -0.32765  0.42736  -3.15117  -0.318
H  -2.56999  1.43457  -2.21405  0.420
H  -1.74118  0.87406  -0.77044  0.177
H  -1.88760  2.60337  -1.08086  0.474
H  -0.62997  3.75009  -2.82675  0.405
H  -1.39437  2.66974  -3.99969  0.399
H  0.35918  2.85529  -3.98209  0.513
H  1.53304  2.47986  -1.98094  0.330
H  0.50871  2.44561  -0.56869  0.360
H  2.30165  0.36479  -1.74203  0.491
H  3.13264  0.43222  0.29590  0.338
H  -0.23336  1.17418  0.77932  -0.010
H  -1.25371  1.39924  2.95424  0.304
H  0.15490  0.52097  3.62631  0.555
H  -0.07916  -2.25866  3.51246  0.529
H  -1.84524  -3.87100  2.23568  0.459
H  -3.40818  -2.17116  0.79050  0.506
H  1.12094  -1.54605  -0.80298  0.719
H  -0.24848  -0.55624  -0.35068  -0.946
H  -1.74988  -1.83651  -3.37078  0.407
H  -2.09999  -1.10469  -1.81107  0.240
H  -1.16704  -2.60128  -1.88435  0.384
H  1.89395  -1.13856  -3.42613  0.414
H  1.08445  -2.63389  -2.95428  0.459
H  0.52503  -1.73909  -4.36715  0.441
H  0.33887  0.57873  -3.89787  0.393